{
  "formula": "C34H51BO12PSi",
  "method": "ωB97M-V with the def2-TZVPD basis set",
  "charge": -1,
  "gap_ev": 4.260,
  "symbols": ["C", "C", "O", "C", "P", "O", "C", "C", "O", "Si", "C", "C", "C", "B", "C", "O", "O", "C", "C", "C", "C", "C", "C", "O", "C", "O", "C", "C", "O", "C", "C", "O", "O", "H", "H", "H", "H", "H", "H", "H", "H", "H", "H", "H", "H", "H", "H", "H", "H", "H", "H", "H", "H", "H", "H", "H", "H", "H", "H", "H", "H", "H", "H", "H", "H", "H", "H", "H", "H", "H", "H", "H", "H", "H", "H", "H", "C", "C", "C", "C", "C", "C", "C", "O", "C", "C", "C", "C", "C", "C", "C", "O", "H", "H", "H", "H", "H", "H", "H", "H"],
  "coordinates": [[-1.0404, -0.2632, -1.3012], [-1.6036, -0.5366, 0.2132], [-0.7535, -1.3564, 1.0763], [0.5455, -0.7743, 1.3762], [0.6374, 0.1553, 3.0845], [-0.6003, 1.3522, 2.7317], [-0.7654, -0.7637, 3.9593], [-0.5973, -2.3414, 4.2699], [-1.5194, -3.1393, 3.3954], [-0.8448, -4.7140, 3.0207], [-1.9414, -5.4407, 1.5610], [0.9586, -4.7064, 2.3459], [-1.1361, -5.8909, 4.5195], [0.8866, 1.1873, 4.7021], [1.4518, 0.6053, 6.1315], [0.5379, 2.6214, 4.6387], [2.0023, -0.7730, 3.7329], [3.3116, -0.1263, 3.3871], [3.1169, 0.9954, 2.1618], [3.6918, 2.5344, 2.4797], [3.3026, 3.5359, 1.1972], [3.0702, 5.0939, 1.6370], [1.5925, 5.7123, 1.3196], [0.5264, 4.7354, 1.0664], [0.3712, 4.7579, -0.4265], [-0.7431, 5.2598, -0.9864], [3.8705, 0.6973, 0.7243], [4.1804, -0.8789, 0.4189], [5.4946, -1.3307, 0.9880], [5.3087, -2.8209, 1.0139], [5.3871, -3.6352, 2.4377], [5.0348, -3.4111, -0.1814], [1.6662, 1.2412, 2.1909], [-1.9088, -0.0898, -2.1008], [-0.2737, -1.0503, -1.7014], [-0.4579, 0.7784, -1.2581], [-2.6224, -1.1443, 0.0763], [-1.9234, 0.5023, 0.6555], [0.9952, -0.0491, 0.5794], [1.3173, -1.6750, 1.4878], [-0.3073, 1.7189, 1.8327], [-1.7844, -0.6164, 3.3545], [-0.9655, -0.2155, 5.0010], [0.4816, -2.7791, 4.2954], [-1.0342, -2.5171, 5.3692], [-1.9493, -4.6207, 0.6979], [-1.3932, -6.3810, 1.0729], [-3.0416, -5.6851, 1.9023], [0.9769, -4.3965, 1.1976], [1.6719, -3.9382, 2.8893], [1.3789, -5.8042, 2.4475], [-0.4946, -5.6161, 5.4806], [-2.2667, -5.9305, 4.8967], [-0.8676, -7.0277, 4.2783], [2.6108, 0.8615, 6.2436], [1.3634, -0.5600, 6.2634], [0.8457, 1.0833, 7.0277], [0.1032, 2.9193, 5.4990], [3.7644, 0.3650, 4.3723], [4.0364, -1.0255, 3.2019], [3.2212, 3.0077, 3.4425], [4.8744, 2.4802, 2.5294], [2.4552, 3.0828, 0.5153], [4.2858, 3.5226, 0.5189], [3.8522, 5.7562, 1.0235], [3.3822, 5.2273, 2.7710], [1.5888, 6.4606, 0.4019], [1.2497, 6.3608, 2.2521], [1.2212, 4.3922, -1.1514], [3.2107, 1.0988, -0.1841], [4.9015, 1.2598, 0.7201], [4.2255, -1.0000, -0.7682], [3.3906, -1.6391, 0.8281], [5.4466, -4.7867, 2.1626], [4.4128, -3.3603, 3.0495], [6.3328, -3.3341, 3.1004], [-1.6950, 3.2759, -5.1469], [-2.4245, 2.8058, -4.0552], [-3.4821, 1.9166, -4.2527], [-3.8194, 1.5052, -5.5479], [-3.1058, 1.9944, -6.6413], [-2.0334, 2.8730, -6.4395], [-3.4844, 1.6061, -8.0153], [-2.8557, 2.0326, -8.9761], [-4.6361, 0.7041, -8.2150], [-5.0419, 0.3739, -9.5146], [-6.1219, -0.4892, -9.7122], [-6.7920, -1.0311, -8.6157], [-6.3934, -0.6994, -7.3200], [-5.3193, 0.1778, -7.1197], [-4.9281, 0.5505, -5.7458], [-5.5195, 0.0783, -4.7817], [-0.8649, 3.9618, -4.9923], [-2.1687, 3.1298, -3.0488], [-4.0438, 1.5496, -3.3953], [-1.4630, 3.2484, -7.2873], [-4.5221, 0.7901, -10.3762], [-6.4386, -0.7401, -10.7223], [-7.6287, -1.7091, -8.7693], [-6.9244, -1.1225, -6.4688]]
}